(1)
Below is a 2-piece molecular cluster, C27H29N5 overall, with properties calculated with ωB97M-V with the def2-TZVPD basis set.

Calculated values
- Total energy: -35917.7138 eV

Positions of all 61 atoms, in Å:
1 C -5.9497 1.4882 2.8008
2 N -5.5703 0.1093 3.0326
3 C -6.5814 -0.8634 2.6883
4 C -6.2270 -2.2620 3.1701
5 C -4.8050 -2.6509 2.7707
6 C -3.8198 -1.5663 3.0609
7 C -4.2828 -0.2358 3.3030
8 C -3.3653 0.7225 3.8028
9 C -2.0218 0.4390 3.8712
10 C -1.5088 -0.8209 3.4215
11 C -0.1284 -1.1102 3.3280
12 C 0.9252 -0.1767 3.4899
13 C 2.1947 -0.6565 3.9089
14 C 3.2180 0.1937 4.2651
15 C 3.0374 1.6067 4.1496
16 N 4.0168 2.4578 4.5584
17 C 3.9179 3.8843 4.3355
18 C 5.3288 2.0030 4.9572
19 C 5.3074 0.6260 5.6040
20 C 4.5004 -0.3701 4.7813
21 C 1.8147 2.0963 3.6192
22 C 0.7994 1.2344 3.2673
23 C -2.4647 -1.8274 3.0832
24 H -5.0773 2.1468 2.7807
25 H -6.4707 1.5841 1.8371
26 H -6.6300 1.8425 3.5877
27 H -7.5325 -0.5328 3.1275
28 H -6.7210 -0.8587 1.5929
29 H -6.3208 -2.3026 4.2615
30 H -6.9420 -2.9759 2.7569
31 H -4.5136 -3.5520 3.3244
32 H -4.7746 -2.9190 1.7026
33 H -3.7203 1.7008 4.1258
34 H -1.3523 1.1924 4.2790
35 H 0.1335 -2.1630 3.2945
36 H 2.3313 -1.7363 3.9985
37 H 2.9073 4.2541 4.5370
38 H 4.6085 4.3816 5.0254
39 H 4.1934 4.1615 3.3052
40 H 6.0005 1.9935 4.0784
41 H 5.7222 2.7521 5.6540
42 H 6.3344 0.2711 5.7057
43 H 4.8823 0.6985 6.6114
44 H 4.2730 -1.2497 5.3938
45 H 5.1168 -0.7275 3.9414
46 H 1.6792 3.1701 3.4851
47 H -0.1030 1.6304 2.7998
48 H -2.1059 -2.8310 2.8358
49 C -1.1569 -4.8357 -0.9822
50 C -1.0390 -4.0747 0.1826
51 C 0.0235 -3.1640 0.2345
52 C 0.9287 -3.0002 -0.8561
53 C 0.8029 -3.7803 -2.0130
54 C -0.2465 -4.6990 -2.0506
55 N 1.8626 -2.0502 -0.4693
56 N 1.5423 -1.6880 0.7814
57 N 0.4652 -2.3309 1.2478
58 H -1.9713 -5.5571 -1.0744
59 H -1.7078 -4.1382 1.0395
60 H 1.5258 -3.6403 -2.8138
61 H -0.3780 -5.3349 -2.9275

(2)
Below is a 2-piece molecular cluster, C5H2N2O8 overall, with properties calculated with ωB97M-V with the def2-TZVPD basis set.

Calculated values
- ΔE to the lowest compared entry with this formula, charge and spin: 23.67 kcal/mol
- Net charge: -2

Positions of all 17 atoms, in Å:
1 C -1.2772 -1.6800 0.0113
2 C -1.9664 0.7061 -0.2339
3 C 1.1339 1.3518 0.0343
4 C -1.0873 -0.3757 0.5385
5 C 1.0060 -0.0060 -0.4559
6 N -1.6737 -2.7518 -0.1776
7 N 1.6286 -1.0153 0.1511
8 O -1.7207 0.9156 -1.4080
9 O 1.1271 1.6039 1.3193
10 O 2.0301 -0.9092 1.3705
11 O -2.8543 1.2392 0.3958
12 O 1.3604 2.2373 -0.8692
13 O 1.8032 -2.1159 -0.4469
14 O -0.7731 -0.2590 1.7147
15 O 0.7176 -0.2326 -1.7584
16 H 0.7111 0.8946 1.7966
17 H -0.1651 0.3969 -1.9819

(3)
Below is C52H66BrCrN4O2S as an isolated structure, with properties calculated with ωB97M-V with the def2-TZVPD basis set.

Calculated values
- ΔE to the lowest compared entry with this formula, charge and spin: 6.64 kcal/mol
- Spin multiplicity: 4

Positions of all 127 atoms, in Å:
1 Cr -0.0136 0.0131 -0.4728
2 C 0.9419 1.5686 2.9527
3 N 0.8252 0.1293 2.7980
4 C 2.0154 -0.5308 3.3025
5 C -0.3667 -0.4017 3.4545
6 C -1.2507 -1.2173 2.5031
7 N -1.7196 -0.5116 1.3071
8 C -2.5151 0.6547 1.6951
9 C -2.7056 1.7624 0.6793
10 C -3.2213 2.9404 1.1886
11 C -3.4544 4.0485 0.3869
12 C -3.2919 3.8644 -0.9788
13 C -2.8161 2.6940 -1.5538
14 C -2.3891 1.6451 -0.6972
15 O -1.7107 0.6109 -1.1253
16 C -2.7654 2.6580 -3.0797
17 C -1.8109 3.7562 -3.5744
18 C -2.3027 1.3200 -3.6569
19 C -4.1791 2.9259 -3.6294
20 C -3.8660 5.3730 1.0116
21 C -5.2336 5.2137 1.6885
22 C -3.9712 6.4978 -0.0205
23 C -2.8131 5.7815 2.0534
24 C -2.6019 -1.4269 0.5582
25 C -2.0345 -2.7237 0.0205
26 C -2.9571 -3.6794 -0.3706
27 C -2.5759 -4.8772 -0.9608
28 C -1.2119 -5.1411 -1.0091
29 C -0.2475 -4.2315 -0.6267
30 C -0.6533 -2.9338 -0.1947
31 O 0.1965 -1.9601 -0.0160
32 C 1.2325 -4.5885 -0.7081
33 C 1.8124 -4.5036 0.7137
34 C 1.5113 -6.0075 -1.2181
35 C 1.9406 -3.6422 -1.6902
36 C -3.6145 -5.7883 -1.5974
37 C -4.6389 -6.2622 -0.5590
38 C -4.3301 -4.9803 -2.6913
39 C -2.9912 -7.0206 -2.2612
40 H 1.0292 1.8798 4.0068
41 H 0.0697 2.0501 2.5196
42 H 1.8225 1.9175 2.4162
43 H 2.1372 -0.3906 4.3897
44 H 2.9016 -0.1317 2.8149
45 H 1.9572 -1.5968 3.0957
46 H -0.9370 0.4117 3.9166
47 H -0.0893 -1.0760 4.2766
48 H -2.1107 -1.5921 3.0874
49 H -0.6726 -2.0744 2.1577
50 H -2.0480 1.1120 2.5664
51 H -3.5175 0.3180 2.0288
52 H -3.4260 2.9836 2.2497
53 H -3.5320 4.6822 -1.6350
54 H -0.8596 3.6925 -3.0519
55 H -2.2311 4.7435 -3.4060
56 H -1.6296 3.6417 -4.6419
57 H -1.2600 1.1409 -3.4160
58 H -2.4038 1.3313 -4.7418
59 H -2.8966 0.4999 -3.2641
60 H -4.5796 3.8728 -3.2783
61 H -4.8624 2.1366 -3.3243
62 H -4.1458 2.9572 -4.7163
63 H -5.9732 4.8858 0.9609
64 H -5.5622 6.1612 2.1115
65 H -5.1915 4.4794 2.4879
66 H -4.7755 6.3062 -0.7258
67 H -3.0393 6.6175 -0.5661
68 H -4.1880 7.4368 0.4837
69 H -2.7569 5.0591 2.8630
70 H -3.0620 6.7504 2.4823
71 H -1.8314 5.8526 1.5895
72 H -3.0049 -0.8684 -0.2929
73 H -3.4552 -1.6917 1.2099
74 H -4.0077 -3.4541 -0.2390
75 H -0.8816 -6.0933 -1.3797
76 H 1.4705 -5.3632 1.2872
77 H 1.4665 -3.6111 1.2263
78 H 2.9014 -4.5102 0.6979
79 H 1.0602 -6.7642 -0.5809
80 H 2.5882 -6.1658 -1.2145
81 H 1.1592 -6.1390 -2.2380
82 H 1.7046 -2.6041 -1.4799
83 H 1.6137 -3.8607 -2.7062
84 H 3.0208 -3.7752 -1.6445
85 H -5.1630 -5.4207 -0.1142
86 H -4.1450 -6.8193 0.2341
87 H -5.3751 -6.9129 -1.0283
88 H -4.8403 -4.1178 -2.2733
89 H -5.0633 -5.5989 -3.2046
90 H -3.6100 -4.6199 -3.4225
91 H -2.5048 -7.6607 -1.5283
92 H -2.2650 -6.7283 -3.0175
93 H -3.7702 -7.6036 -2.7503
94 S 1.9166 0.5779 -4.4731
95 C 0.9847 -0.8955 -4.5710
96 C 0.8024 -1.7318 -5.6590
97 C -0.0969 -2.7779 -5.5354
98 C -0.8217 -2.9568 -4.3594
99 C -0.6268 -2.1371 -3.2675
100 C 0.3122 -1.1129 -3.3521
101 N 0.5860 -0.1849 -2.3895
102 C 1.3122 0.8181 -2.8527
103 C 1.3209 2.0281 -2.1044
104 C 1.9002 3.2180 -2.5551
105 C 1.7061 4.3693 -1.8251
106 C 0.9320 4.3255 -0.6681
107 C 0.3712 3.1322 -0.2319
108 C 0.5522 1.9366 -0.9142
109 H 1.3284 -1.5527 -6.5856
110 H -0.2634 -3.4415 -6.3706
111 H -1.5598 -3.7415 -4.3049
112 H -1.2072 -2.2516 -2.3703
113 H 2.4599 3.2227 -3.4802
114 H 2.1297 5.3062 -2.1592
115 H 0.7578 5.2357 -0.1118
116 H -0.2447 3.1496 0.6561
117 Br 7.0252 -0.4931 0.3296
118 C 5.1327 -0.2934 0.2541
119 C 4.5613 0.9580 0.0712
120 C 3.1809 1.0538 0.0368
121 N 2.3574 0.0047 0.1387
122 C 2.9306 -1.1783 0.3502
123 C 4.2952 -1.3887 0.4130
124 H 5.1741 1.8386 -0.0243
125 H 2.7313 2.0282 -0.0674
126 H 2.2485 -1.9965 0.4975
127 H 4.6921 -2.3712 0.6073

(4)
Below is a 2-piece molecular cluster, C3H10NO overall, with properties calculated with ωB97M-V with the def2-TZVPD basis set.

Calculated values
- ΔE to the lowest compared entry with this formula, charge and spin: 24.85 kcal/mol
- Net charge: +1

Positions of all 15 atoms, in Å:
1 C -0.9797 -0.8222 2.1962
2 O -0.9554 0.2902 1.2936
3 H -0.6200 -1.6723 1.6246
4 H -1.9921 -1.0031 2.5595
5 H -0.3777 -0.6633 3.0920
6 H -1.3491 1.0508 1.6769
7 C -0.2261 0.4807 -1.9163
8 C 1.9785 0.0597 -1.0423
9 N 0.7408 0.2947 -0.8464
10 H -0.9983 -0.2909 -1.9215
11 H -0.7720 1.4086 -1.7640
12 H 0.2840 0.4669 -2.8740
13 H 2.3124 -0.1212 -2.0511
14 H 2.5936 0.1527 -0.1555
15 H 0.3611 0.3687 0.1282

(5)
Below is an isolated ion of composition C6H6N3 and charge +1, with properties calculated with ωB97M-V with the def2-TZVPD basis set.

Calculated values
- ΔE to the lowest compared entry with this formula, charge and spin: 24.94 kcal/mol
- Net charge: +1
- Spin multiplicity: 3

Positions of all 15 atoms, in Å:
1 C -1.0969 -1.6575 0.2748
2 C 0.1672 -1.1067 0.2393
3 C -2.1373 -0.7475 0.5282
4 C -1.8183 0.6800 0.2468
5 C 0.6501 0.2971 0.0608
6 C -0.5906 1.1993 -0.1523
7 N -3.2938 -0.8077 1.2072
8 N -3.1886 1.3424 0.9001
9 N -3.6510 0.3339 1.4153
10 H -1.2147 -2.7100 0.3291
11 H 0.8907 -1.8937 0.2617
12 H 1.1513 0.4950 0.9659
13 H 1.2430 0.3713 -0.8320
14 H -0.6135 1.8378 -1.0545
15 H -0.6101 2.0167 0.5714

(6)
Below is C3H9NO2 as an isolated structure, with properties calculated with ωB97M-V with the def2-TZVPD basis set.

Calculated values
- ΔE to the lowest compared entry with this formula, charge and spin: 85.43 kcal/mol

Positions of all 15 atoms, in Å:
1 C -1.3477 1.6311 -0.2033
2 C -0.3298 1.0087 0.7787
3 C 0.2216 -0.8980 2.0703
4 H 2.0903 -0.7405 -3.4674
5 H 1.8596 -2.2385 -3.6837
6 H -2.1437 0.8368 -0.1010
7 H -0.9370 1.4771 -1.4162
8 H -1.6199 2.6069 -0.0778
9 H -1.1245 -0.8631 0.4104
10 H 0.2281 0.3013 2.8671
11 H -0.5759 -1.7052 2.5765
12 H 1.2636 -1.2788 1.5966
13 N -0.5906 -0.3089 0.9875
14 O 2.5555 -1.5726 -3.6522
15 O 0.4503 1.7436 1.3147